Record 1
{"formula": "C5H8Cl", "method": "the ωB97M-V functional and the def2-TZVPD basis", "total_charge": 0, "relative_energy_kcal_mol": 15.9, "spin_multiplicity": 2, "elements": ["Cl", "C", "C", "C", "C", "C", "H", "H", "H", "H", "H", "H", "H", "H"], "positions_angstrom": [[-0.716485, 0.469447, -0.236345], [1.878975, 0.687152, 4.119769], [1.524031, 1.752472, 3.100122], [0.193655, 2.042950, 2.854211], [2.574501, 2.455670, 2.413627], [2.335037, 3.379960, 1.455147], [2.955620, 0.521267, 4.134319], [1.553377, 0.925543, 5.136183], [1.385299, -0.246153, 3.853576], [-0.129237, 2.863078, 2.196739], [-0.550192, 1.571090, 3.496366], [3.603550, 2.128681, 2.685350], [3.145338, 3.879642, 0.900015], [1.291848, 3.609519, 1.182172]], "forces_ev_per_a": [[0.092, 0.101, 0.227], [-0.002, 0.078, -0.266], [-3.138, 0.066, 0.191], [1.586, -0.196, 0.770], [1.157, 0.716, -1.192], [0.464, -0.498, 0.326], [-0.016, -0.080, 0.063], [0.045, 0.209, -0.155], [0.082, -0.098, -0.017], [0.119, -0.654, 0.391], [-0.002, 0.027, -0.421], [-0.699, 0.577, -0.366], [-0.535, -0.304, 0.420], [0.847, 0.056, 0.028]], "lowdin_spin": [0.918, 0.005, 0.033, 0.014, -0.003, 0.031, 0.000, 0.002, 0.001, -0.003, -0.003, -0.001, 0.002, 0.002]}

=====

Record 2
{"formula": "C5H8Cl2", "method": "the ωB97M-V functional and the def2-TZVPD basis", "total_charge": 0, "relative_energy_kcal_mol": 107.0, "elements": ["C", "C", "C", "C", "C", "Cl", "Cl", "H", "H", "H", "H", "H", "H", "H", "H"], "positions_angstrom": [[0.922617, -0.860723, -0.180868], [0.723371, 0.337731, -0.623785], [2.242871, -1.603462, 0.041516], [-1.847084, 1.170602, 0.805373], [-1.712427, 0.934054, -0.569775], [1.667067, 1.594219, -1.265257], [-2.423917, -0.477226, -1.110212], [-0.002210, -1.266162, 0.248304], [3.006023, -0.914501, -0.426020], [2.527532, -1.739440, 1.082185], [2.209815, -2.519401, -0.373890], [-1.368876, 0.324105, 1.217289], [-1.345332, 2.060885, 1.246468], [-2.820795, 1.228888, 1.288077], [-1.778652, 1.730437, -1.379403]], "forces_ev_per_a": [[0.278, -0.962, 1.531], [-2.646, 1.806, -0.703], [0.272, 4.603, 0.410], [0.300, 1.766, 3.565], [2.504, 1.625, -3.967], [0.244, -0.257, 0.032], [-0.737, -1.494, -0.560], [0.195, -0.432, -0.280], [-0.399, -1.199, 0.379], [-0.319, 0.244, 0.234], [0.082, -3.075, -1.743], [0.461, -0.994, 1.243], [0.094, -0.442, -0.879], [-0.665, -0.250, -0.622], [0.336, -0.939, 1.362]], "lowdin_charge": [-0.268, -0.599, -0.075, -0.236, -0.699, 0.617, 0.679, 0.078, 0.083, 0.074, 0.020, 0.043, 0.104, 0.085, 0.091]}

=====

Record 3
{"formula": "C5H8Cl2F3N", "method": "the ωB97M-V functional and the def2-TZVPD basis", "total_charge": 0, "relative_energy_kcal_mol": 48.9, "elements": ["C", "C", "C", "C", "C", "N", "F", "F", "F", "Cl", "Cl", "H", "H", "H", "H", "H", "H", "H", "H"], "positions_angstrom": [[-0.297150, 0.487096, 1.430828], [-1.017195, 0.879154, -0.844540], [1.796959, -1.949011, -0.769989], [-0.790159, -1.404126, -0.025198], [2.589283, -0.890985, -0.173869], [-0.828067, -0.081493, 0.213466], [2.554013, -0.883132, 1.177834], [3.934173, -0.896206, -0.474527], [2.185298, 0.355774, -0.550119], [-0.854969, -2.481285, 1.313376], [-1.534864, -2.022281, -1.444379], [-1.074973, 1.080345, 1.917757], [0.045964, -0.284524, 2.112128], [0.542707, 1.143454, 1.193252], [-0.053642, 1.256599, -1.195737], [-1.551415, 0.432726, -1.677479], [-1.599643, 1.712693, -0.450036], [1.677448, -1.896042, -1.834494], [1.923676, -2.920541, -0.334067]], "forces_ev_per_a": [[0.097, 0.207, 0.452], [-0.103, 0.202, -0.347], [-1.183, 0.242, 0.321], [1.769, 0.032, -0.339], [0.673, 0.557, 0.162], [-0.384, -0.496, -0.060], [-0.121, -0.223, 0.226], [-0.318, -0.213, -0.074], [-0.193, 0.074, -0.213], [-0.145, -0.121, 0.189], [-0.182, -0.047, -0.097], [0.020, -0.030, 0.014], [-0.008, 0.076, -0.064], [-0.007, -0.087, -0.021], [0.034, -0.032, 0.002], [0.009, 0.117, 0.057], [0.008, -0.005, -0.029], [0.011, 0.028, -0.312], [0.023, -0.279, 0.134]], "lowdin_charge": [-0.076, -0.069, 0.047, -1.127, -0.682, -0.293, 0.089, 0.075, 0.073, 0.684, 0.683, 0.099, 0.054, 0.092, 0.093, 0.049, 0.098, 0.053, 0.056]}

=====

Record 4
{"formula": "C5H8Cl2N2", "method": "the ωB97M-V functional and the def2-TZVPD basis", "total_charge": 0, "relative_energy_kcal_mol": 125.2, "elements": ["C", "C", "C", "C", "C", "N", "N", "Cl", "Cl", "H", "H", "H", "H", "H", "H", "H", "H"], "positions_angstrom": [[-0.095757, -1.551904, 0.322406], [1.211946, 0.434180, 1.554915], [-0.325403, -0.368558, -1.843221], [1.180118, 0.505377, 0.035344], [0.123157, -0.397562, -0.437178], [-0.368507, -2.522409, 0.875300], [-1.945324, 0.352586, 0.721548], [-1.979628, 2.015951, 0.260066], [-3.027751, -0.406516, -0.327824], [1.298870, -0.532122, 1.891943], [0.178297, 0.804366, 1.910581], [1.943473, 1.073768, 2.082274], [-1.318574, -0.037171, -1.866584], [0.221399, 0.388356, -2.459729], [-0.337549, -1.347440, -2.159560], [1.064524, 1.385064, -0.442784], [2.176709, 0.204039, -0.117496]], "forces_ev_per_a": [[-0.466, -0.496, -0.433], [-2.595, 4.324, 0.966], [1.459, 2.252, 0.639], [-0.073, -2.443, 2.752], [0.351, 0.253, -0.164], [0.030, -0.522, 0.380], [0.557, 0.332, -0.700], [0.275, 0.272, 0.295], [-0.640, -0.604, 0.175], [0.419, -2.278, 0.659], [1.549, -0.598, -0.140], [-0.120, -0.287, -0.640], [-1.798, 0.474, -0.167], [-0.045, -1.059, 0.448], [0.170, -2.046, -1.504], [-0.413, 3.417, -1.020], [1.340, -0.989, -1.545]], "lowdin_charge": [-0.281, -0.092, -0.061, -0.214, -0.307, 0.203, -0.859, 0.481, 0.551, 0.035, 0.083, 0.090, -0.012, 0.121, 0.070, 0.074, 0.118]}

=====

Record 5
{"formula": "C5H8Cl2N3", "method": "the ωB97M-V functional and the def2-TZVPD basis", "total_charge": 1, "relative_energy_kcal_mol": 14.9, "elements": ["C", "C", "C", "C", "C", "N", "N", "N", "Cl", "Cl", "H", "H", "H", "H", "H", "H", "H", "H"], "positions_angstrom": [[-1.190628, 3.606073, 0.749816], [-2.026188, -0.913840, -0.169449], [0.349577, -1.171948, 0.336481], [2.243078, -0.239756, -0.893541], [1.644986, -0.476556, 0.511645], [-0.938773, 2.547102, 0.411284], [-2.287320, -2.124165, -0.189671], [-0.720407, -0.446244, 0.086376], [-3.107975, 0.440499, -0.419838], [0.306745, -2.835166, 0.377052], [-1.415210, 4.591669, 1.063612], [2.317964, -1.176386, -1.437618], [3.238749, 0.178214, -0.783807], [1.634438, 0.455902, -1.461697], [1.507281, 0.484969, 1.008287], [2.337524, -1.090586, 1.085363], [-3.235244, -2.425288, -0.370643], [-0.658599, 0.595511, 0.096351]], "forces_ev_per_a": [[0.095, -0.208, -0.087], [-1.156, -0.172, -0.212], [-0.609, 0.624, 0.018], [0.001, -0.041, 0.102], [0.394, 0.098, -0.241], [0.267, -0.331, -0.001], [0.079, 0.000, 0.001], [0.743, 0.175, 0.216], [0.107, -0.503, -0.010], [0.432, 0.053, 0.060], [-0.125, 0.430, 0.120], [0.063, -0.074, -0.105], [0.059, 0.025, 0.000], [-0.069, 0.080, -0.100], [-0.131, -0.075, 0.072], [-0.210, -0.025, 0.095], [-0.218, 0.320, -0.058], [0.278, -0.376, 0.128]], "lowdin_charge": [0.012, -0.798, -0.623, -0.055, -0.211, 0.060, 0.118, 0.063, 0.730, 0.952, 0.075, 0.085, 0.092, 0.083, 0.126, 0.122, 0.095, 0.074]}

=====

Record 6
{"formula": "C5H8ClFS", "method": "the ωB97M-V functional and the def2-TZVPD basis", "total_charge": 0, "smiles": "C[C@H]1S[C@H]1[C@@H](F)CCl", "relative_energy_kcal_mol": 42.9, "elements": ["C", "C", "S", "C", "C", "F", "C", "Cl", "H", "H", "H", "H", "H", "H", "H", "H"], "positions_angstrom": [[0.830270, 1.634225, 0.587346], [1.251731, 0.810816, -0.647964], [2.467071, -0.489465, -0.330044], [0.724028, -0.523953, -0.725236], [-0.299462, -1.095314, 0.172378], [-0.197063, -0.525010, 1.446715], [-1.791900, -1.004124, -0.103464], [-2.637966, 0.428629, -0.472759], [-0.198627, 2.046976, 0.609629], [1.547180, 2.504405, 0.719670], [0.730139, 1.035324, 1.575210], [1.384937, 1.482791, -1.507674], [0.514328, -0.827006, -1.716774], [-0.088441, -2.126978, 0.288984], [-2.153647, -1.362956, 0.943796], [-2.082579, -1.988367, -0.839812]], "forces_ev_per_a": [[0.520, 0.774, 2.140], [-0.550, 2.489, 1.901], [0.390, -0.113, 0.019], [-0.610, -0.306, -1.167], [-0.591, 1.414, 0.966], [0.042, -0.926, 0.509], [-0.856, -5.584, 0.485], [-0.061, 1.104, -0.583], [0.427, -0.041, -1.019], [-0.845, -1.016, -0.077], [1.279, 1.261, -1.974], [0.004, -0.868, 0.021], [-0.039, -0.601, -1.082], [0.082, -1.224, 0.138], [0.186, 0.570, -1.925], [0.622, 3.068, 1.646]], "lowdin_charge": [-0.133, -0.572, 0.898, -0.573, -0.403, -0.079, -0.639, 0.634, 0.062, 0.086, 0.098, 0.118, 0.109, 0.131, 0.107, 0.157]}

=====

Record 7
{"formula": "C5H8ClN", "method": "the ωB97M-V functional and the def2-TZVPD basis", "total_charge": 0, "relative_energy_kcal_mol": 99.1, "elements": ["C", "C", "C", "C", "C", "N", "Cl", "H", "H", "H", "H", "H", "H", "H", "H"], "positions_angstrom": [[-1.117094, 1.609523, -0.504841], [0.278319, -1.234296, -0.168212], [-1.897623, -0.573650, -0.001344], [0.788992, -1.124925, 1.204067], [0.780782, -1.124396, -1.344482], [-2.131723, 0.632161, -0.273663], [-3.055467, -1.654101, 0.475763], [-1.608704, 2.505659, -0.777637], [-0.302718, 1.869928, 0.293519], [1.921814, -1.239117, 1.174378], [0.398900, -2.089127, 1.646048], [0.437938, -0.240974, 1.724385], [-0.630847, 1.360674, -1.427415], [0.068478, -0.858391, -2.123863], [1.735412, -1.382553, -1.640204]], "forces_ev_per_a": [[1.569, 0.401, 0.142], [-3.514, 2.627, 2.063], [4.330, 1.940, -1.267], [0.965, -3.093, -0.091], [-2.387, 0.134, -1.721], [-0.427, -1.786, 1.553], [-0.962, -1.202, 0.287], [-0.546, 1.207, 0.241], [-1.683, -0.987, -1.096], [-1.214, 0.453, 0.262], [0.418, 1.232, 0.527], [0.082, -0.062, 0.025], [0.868, -0.312, -0.398], [0.320, -0.364, -0.263], [2.180, -0.189, -0.263]], "lowdin_charge": [-0.158, -0.200, -0.705, -0.121, -0.013, -0.085, 0.685, 0.048, 0.121, 0.101, 0.092, 0.070, 0.054, 0.068, 0.043]}

=====

Record 8
{"formula": "C5H8ClN", "method": "the ωB97M-V functional and the def2-TZVPD basis", "total_charge": 0, "relative_energy_kcal_mol": 83.9, "elements": ["C", "C", "C", "C", "C", "N", "Cl", "H", "H", "H", "H", "H", "H", "H", "H"], "positions_angstrom": [[0.832988, 0.526003, 0.922747], [0.841948, -0.522229, -0.056804], [0.266078, -0.338315, 1.983080], [-1.112824, 0.387391, -1.384753], [-0.021395, -0.634074, -1.319513], [0.905549, 1.769298, 0.995449], [0.822811, -1.774008, 2.676783], [1.504017, -1.298245, 0.151313], [-0.875311, -0.148057, 2.065007], [-0.800393, 1.390939, -1.191110], [-1.850508, 0.256931, -0.654017], [-1.597050, 0.290420, -2.443746], [0.685298, -0.413893, -2.212372], [-0.274224, -1.732846, -1.438823], [0.673016, 2.240686, 1.906759]], "forces_ev_per_a": [[0.763, -0.665, 1.914], [-2.095, 1.443, 0.358], [-2.899, -0.045, -2.701], [-0.944, -0.639, -2.905], [2.508, -0.360, -0.235], [-0.170, 2.391, -0.666], [0.500, -0.463, 0.637], [1.009, -1.224, 0.269], [2.037, -0.504, 0.276], [0.756, 0.627, -0.375], [-1.373, -0.713, 1.041], [0.625, 0.504, 1.977], [-0.803, -0.427, 1.327], [-0.273, 1.385, 0.086], [0.360, -1.310, -1.005]], "lowdin_charge": [-0.573, -0.037, -0.517, -0.129, -0.242, 0.128, 0.626, 0.070, 0.108, 0.059, 0.047, 0.114, 0.138, 0.125, 0.083]}